The following is a quantum chemistry calculation of a molecular structure, C4H5NO2 in a non-equilibrium geometry, from the Open Molecules 2025 dataset.

CARTESIAN COORDINATES (ANGSTROEM)
C -1.20 1.08 0.14
C -0.28 -0.06 0.12
C 0.72 -1.81 -0.41
C 1.56 -1.19 0.45
H -1.59 2.89 0.24
H -1.97 0.51 -0.25
H -1.19 1.44 1.24
H 0.84 -2.73 -1.16
H 2.62 -1.30 0.81
N -0.57 -1.11 -0.58
O -0.90 2.30 -0.58
O 0.96 0.05 0.74

spin multiplicity = 1
Kohn-Sham gap = 9.9 eV
energy = -9810.63429 eV

Atom charges from the Löwdin analysis, given in e for atoms 1 to 8: -0.241 -0.391 -0.113 -0.087 0.245 0.093 0.147 0.146

The following is a quantum chemistry calculation of a molecular structure, C4H5NO2, from the Open Molecules 2025 dataset.

CARTESIAN COORDINATES (ANGSTROEM)
C -1.76 0.39 0.31
C -0.31 0.12 0.17
C -0.80 -1.16 -0.04
O 1.73 -1.18 -0.66
C 1.84 -0.05 -0.25
O 3.04 0.54 -0.13
N 0.78 0.80 0.15
H -2.14 0.51 1.32
H -2.22 1.01 -0.46
H -2.09 -0.81 0.23
H -0.91 -1.48 -1.08
H 2.88 1.43 0.22

spin multiplicity = 1
Kohn-Sham gap = 10.0 eV
energy = -9810.40778 eV

Atom charges from the Löwdin analysis, given in e for atoms 1 to 8: -0.005 -0.416 0.096 0.089 -0.590 0.113 0.153 0.118

The following is a quantum chemistry calculation of a single C4H5NO2 molecule, from the Open Molecules 2025 dataset.

CARTESIAN COORDINATES (ANGSTROEM)
O 1.50 -1.77 -0.91
C 0.39 -1.57 -1.33
C -0.63 -0.66 -0.66
O -1.71 -0.46 -1.18
N -0.23 -0.18 0.57
C -0.64 1.10 1.08
C 0.79 0.83 0.75
H 0.00 -2.04 -2.26
H -0.96 1.10 2.12
H -1.22 1.74 0.42
H 1.19 1.30 -0.14
H 1.51 0.63 1.54

spin multiplicity = 1
Kohn-Sham gap = 9.7 eV
structure (SMILES) = O=CC(=O)N1CC1
energy = -9812.39425 eV

Atom charges from the Löwdin analysis, given in e for atoms 1 to 8: 0.088 -0.149 -0.428 0.103 -0.023 -0.091 -0.087 0.129

The following is a quantum chemistry calculation of a single C4H5NO2 molecule in a non-equilibrium geometry, from the Open Molecules 2025 dataset.

CARTESIAN COORDINATES (ANGSTROEM)
C 1.52 -1.00 0.01
C 0.05 -0.61 -0.18
N -0.94 -1.43 -0.10
O -2.02 -0.77 -0.06
C -1.81 0.60 0.00
C -0.41 0.69 -0.08
O 0.44 1.74 -0.08
H 1.85 -0.51 0.90
H 2.22 -0.65 -0.79
H 1.66 -2.04 0.21
H -2.63 1.38 0.27
H 0.08 2.61 -0.10

spin multiplicity = 1
Kohn-Sham gap = 9.7 eV
structure (SMILES) = Cc1nocc1O
energy = -9811.56544 eV

Atom charges from the Löwdin analysis, given in e for atoms 1 to 8: -0.004 -0.283 0.055 -0.056 0.011 -0.301 0.082 0.068

The following is a quantum chemistry calculation of a single C4H5NO2 molecule in a non-equilibrium geometry, from the Open Molecules 2025 dataset.

CARTESIAN COORDINATES (ANGSTROEM)
O -2.56 -0.33 -0.29
C -1.77 -1.18 0.00
C -0.12 -0.62 0.50
C 1.16 -0.75 -0.07
O 1.99 -1.60 -0.30
C 1.25 0.82 -0.18
N -0.16 0.87 0.30
H -1.89 -2.26 0.01
H 1.94 1.33 0.49
H 1.36 1.19 -1.20
H -0.87 1.13 -0.40
H -0.34 1.41 1.14

spin multiplicity = 1
Kohn-Sham gap = 8.6 eV
structure (SMILES) = O=CC1=C([O-])C[NH2+]1
energy = -9810.52758 eV

Atom charges from the Löwdin analysis, given in e for atoms 1 to 8: 0.009 -0.133 -0.055 -0.483 0.035 -0.039 0.013 0.097

The following is a quantum chemistry calculation of a single C4H5NO2 molecule, from the Open Molecules 2025 dataset.

CARTESIAN COORDINATES (ANGSTROEM)
C -0.07 -1.11 1.44
C 0.10 -0.69 0.01
C 1.10 -0.50 -0.90
O 0.81 0.68 -1.60
C -0.34 1.07 -1.06
O -0.78 2.31 -1.24
N -0.88 0.26 -0.23
H -0.39 -0.16 1.91
H -0.89 -1.80 1.61
H 0.85 -1.42 1.93
H 2.01 -0.98 -1.26
H -1.51 2.34 -0.59

spin multiplicity = 1
Kohn-Sham gap = 9.6 eV
structure (SMILES) = Cc1coc(O)n1
energy = -9812.88869 eV

Atom charges from the Löwdin analysis, given in e for atoms 1 to 8: -0.040 -0.295 -0.018 0.096 -0.512 0.140 0.142 0.083

The following is a quantum chemistry calculation of a single C4H5NO2 molecule in a non-equilibrium geometry, from the Open Molecules 2025 dataset.

CARTESIAN COORDINATES (ANGSTROEM)
N 0.78 0.27 2.13
C 0.35 -0.02 0.85
C -0.31 0.76 -0.08
C -0.56 -0.15 -1.14
O -1.07 0.05 -2.37
C 0.03 -1.35 -0.89
O 0.57 -1.25 0.42
H 0.83 -0.53 2.74
H 0.34 1.08 2.55
H -0.52 1.81 -0.05
H -1.19 0.99 -2.52
H 0.74 -1.68 -1.63

spin multiplicity = 1
Kohn-Sham gap = 8.4 eV
structure (SMILES) = Nc1cc(O)co1
energy = -9812.58232 eV

Atom charges from the Löwdin analysis, given in e for atoms 1 to 8: 0.144 -0.403 0.033 -0.362 0.071 -0.056 0.029 0.104

The following is a quantum chemistry calculation of a molecular structure, C4H5NO2 in a non-equilibrium geometry, from the Open Molecules 2025 dataset.

CARTESIAN COORDINATES (ANGSTROEM)
O 1.87 -1.57 -0.74
C 0.94 -0.84 -0.49
N -0.40 -1.15 -0.53
C -1.18 -0.09 0.09
C -0.35 1.11 -0.02
O 0.75 0.76 1.35
C 1.02 0.62 -0.01
H -0.69 -2.12 -0.42
H -0.77 0.02 1.19
H -2.25 -0.08 -0.08
H -0.72 2.13 0.07
H 1.84 1.23 -0.38

spin multiplicity = 1
Kohn-Sham gap = 9.7 eV
energy = -9810.91459 eV

Atom charges from the Löwdin analysis, given in e for atoms 1 to 8: 0.087 -0.412 0.087 -0.157 0.022 -0.066 -0.297 0.150

Question: Which of these has the lowest energy?
Answer: number 6

Question: Which value of energy does entry 4 give?
Answer: -9811.56544 eV